Entry 1:
Molecular formula: C5H33N2O9
Method: DFT, the ωB97M-V functional and the def2-TZVPD basis

Each line ends with the natural charge from an NBO analysis.
Atoms and positions in Å:
N: 1.59 -1.01 -1.18  -0.737
C: 1.72 -1.21 0.37  -0.240
C: 1.40 0.16 1.01  -0.280
N: 0.06 0.68 0.65  -0.693
C: -1.64 2.26 0.59  -0.604
C: -0.23 2.02 1.19  -0.061
C: -0.09 2.16 2.67  -0.620
H: 1.51 -1.92 -1.71  0.437
H: 0.62 -0.60 -1.34  0.481
H: 2.39 -0.51 -1.50  0.462
H: 2.79 -1.54 0.55  0.230
H: 0.95 -1.96 0.69  0.232
H: 2.10 1.02 0.61  0.219
H: 1.51 0.08 2.14  0.240
H: -0.57 -0.18 0.84  0.366
H: -1.98 3.25 0.37  0.223
H: -2.46 1.76 1.24  0.206
H: -1.76 1.76 -0.43  0.202
H: 0.42 2.69 0.60  0.204
H: -0.32 1.12 3.19  0.186
H: 0.90 2.48 2.83  0.224
H: -0.86 2.88 2.96  0.235
H: -2.23 -2.90 1.44  0.508
H: -2.96 -3.84 0.50  0.477
O: -2.33 -3.22 0.56  -0.956
H: -1.21 -1.18 2.66  0.479
H: -0.15 -2.23 2.95  0.498
O: -0.88 -1.93 2.30  -0.955
H: 0.47 1.04 -3.77  0.482
H: -0.55 0.49 -2.84  0.505
O: 0.35 0.58 -2.98  -0.999
H: 1.58 1.52 -1.82  0.486
H: 2.17 3.03 -2.21  0.503
O: 2.29 2.06 -1.83  -0.996
H: -1.84 -2.85 -2.44  0.494
H: -1.75 -2.67 -0.90  0.512
O: -1.40 -2.36 -1.72  -0.989
H: -5.01 0.41 0.78  0.480
H: -4.72 0.28 -0.74  0.487
O: -4.29 0.27 0.16  -0.964
H: -2.29 0.49 -1.19  0.487
H: -1.76 -0.73 -2.01  0.499
O: -2.04 0.28 -2.10  -1.005
H: 3.17 -1.79 2.38  0.481
H: 3.85 -0.46 2.83  0.462
O: 3.14 -0.79 2.60  -0.923
H: 2.79 0.25 -3.32  0.472
H: 4.06 0.85 -2.82  0.507
O: 3.51 0.00 -2.82  -0.944

As for the total charge: +1. Its relative energy (zero: lowest compared OMol25 entry of this formula, charge and spin) is 122.6 kcal/mol. The calculation puts the HOMO energy at -11.5 eV. The calculation puts the molecular weight at 265.32 g mol⁻¹.

***

Entry 2:
Molecular formula: C5H33NO11S
Method: DFT, the ωB97M-V functional and the def2-TZVPD basis

Each line ends with the natural charge from an NBO analysis.
Atoms and positions in Å:
C: 1.32 0.00 0.80  -0.626
C: 0.11 -0.90 0.50  -0.025
C: 0.04 -1.88 1.85  -0.446
C: 0.07 -3.24 1.29  -0.480
S: 0.15 -4.53 2.74  -0.102
N: -1.17 -0.30 0.20  -0.664
C: -1.60 -0.33 -1.21  0.081
O: -1.42 0.98 -1.83  -0.787
H: 2.13 -0.66 0.89  0.200
H: 1.57 0.74 0.03  0.186
H: 1.30 0.48 1.79  0.216
H: 0.34 -1.69 -0.30  0.202
H: -0.91 -1.50 2.49  0.236
H: 0.84 -1.57 2.51  0.209
H: -0.83 -3.43 0.57  0.231
H: 1.06 -3.49 0.71  0.224
H: 0.19 -3.80 3.80  0.117
H: -1.47 0.41 0.79  0.380
H: -2.64 -0.65 -1.18  0.185
H: -0.90 -0.90 -1.80  0.198
H: -1.62 0.98 -2.69  0.469
O: -3.27 0.75 3.73  -0.954
H: -2.49 0.92 4.36  0.493
H: -2.96 1.48 3.16  0.446
O: -0.59 1.48 4.40  -1.009
H: -0.45 1.87 5.24  0.495
H: -0.46 1.86 3.57  0.512
O: 0.03 -2.00 -3.72  -0.940
H: 0.68 -1.91 -4.35  0.476
H: -0.03 -2.98 -3.92  0.463
O: -4.75 1.65 0.28  -0.947
H: -4.04 2.34 0.53  0.461
H: -5.29 1.44 1.05  0.486
O: 1.90 -0.32 -4.74  -0.993
H: 1.29 0.07 -5.34  0.470
H: 2.10 0.38 -4.07  0.508
O: 3.40 -1.35 -2.66  -0.972
H: 2.86 -0.67 -2.48  0.474
H: 3.26 -1.65 -3.54  0.481
O: 1.84 0.68 -2.35  -0.989
H: 0.89 0.51 -2.22  0.505
H: 2.16 1.39 -1.66  0.521
O: -1.16 3.23 -0.25  -1.004
H: -2.11 3.42 -0.21  0.487
H: -0.82 2.61 -0.92  0.526
O: -0.40 3.08 2.25  -0.971
H: -0.73 2.82 1.46  0.485
H: -0.15 3.99 2.09  0.486
O: 4.30 0.46 -0.56  -0.941
H: 4.44 -0.24 -1.19  0.486
H: 3.99 -0.05 0.11  0.455

As for the total charge: 0. Its relative energy (zero: lowest compared OMol25 entry of this formula, charge and spin) is 107.8 kcal/mol. The calculation puts the HOMO energy at -8.8 eV. The SMILES is C[C@@H](CCS)NCO.O.O.O.O.O.O.O.O.O.O. The calculation puts the molecular weight at 315.38 g mol⁻¹.

***

Entry 3:
Molecular formula: C5H33NO12
Method: DFT, the ωB97M-V functional and the def2-TZVPD basis

Each line ends with the natural charge from an NBO analysis.
Atoms and positions in Å:
C: 1.76 -2.20 -1.73  -0.508
C: 0.93 -1.71 -0.80  -0.017
N: 0.10 -2.40 0.05  -0.660
C: -0.53 -1.73 1.20  -0.275
C: -2.87 -1.34 2.07  -0.340
C: -2.03 -1.70 1.10  -0.243
H: 1.85 -3.27 -1.89  0.190
H: 2.17 -1.53 -2.46  0.211
H: 0.71 -0.66 -0.97  0.202
H: 0.22 -3.38 0.18  0.390
H: -0.29 -0.66 1.21  0.227
H: -0.20 -2.24 2.10  0.210
H: -3.92 -1.57 1.93  0.207
H: -2.67 -0.76 2.96  0.208
H: -2.51 -2.23 0.28  0.192
H: 3.00 -3.12 2.18  0.479
H: 1.73 -2.35 1.69  0.481
O: 2.52 -2.29 2.24  -0.951
H: -0.37 4.49 1.49  0.469
H: 0.14 3.15 1.89  0.472
O: 0.35 4.08 1.96  -0.937
H: -2.57 0.55 -4.27  0.473
H: -1.75 -0.16 -3.12  0.489
O: -1.97 0.67 -3.53  -0.989
H: -1.31 -2.06 -1.47  0.507
H: -0.87 -1.68 -2.96  0.500
O: -1.53 -1.59 -2.28  -0.990
H: 2.26 2.84 1.39  0.485
H: 3.40 2.09 0.68  0.491
O: 2.94 2.18 1.52  -0.977
H: 1.99 0.51 -0.87  0.494
H: 1.09 1.89 -0.91  0.495
O: 1.85 1.37 -1.26  -1.010
H: -3.02 1.25 1.37  0.472
H: -4.33 1.67 0.82  0.475
O: -3.96 1.19 1.55  -0.942
H: 1.66 0.00 4.10  0.483
H: 1.07 1.16 3.17  0.479
O: 0.97 0.64 3.96  -0.961
H: 3.80 0.21 1.46  0.480
H: 3.60 -1.18 0.97  0.485
O: 3.65 -0.27 0.64  -0.974
H: -0.49 3.40 -0.76  0.478
H: -0.96 1.98 -0.93  0.507
O: -0.47 2.55 -0.31  -0.966
H: 1.03 0.77 -3.30  0.507
H: 1.83 -0.38 -4.16  0.477
O: 1.04 0.12 -4.00  -0.984
H: -3.00 1.99 -1.73  0.491
H: -3.07 0.42 -1.40  0.505
O: -2.95 1.31 -1.07  -0.986

As for the total charge: 0. Its relative energy (zero: lowest compared OMol25 entry of this formula, charge and spin) is 110.6 kcal/mol. The calculation puts the HOMO energy at -8.9 eV. The calculation puts the molecular weight at 299.31 g mol⁻¹.

***

Entry 4:
Molecular formula: C5H33NO12
Method: DFT, the ωB97M-V functional and the def2-TZVPD basis

Each line ends with the natural charge from an NBO analysis.
Atoms and positions in Å:
C: -3.88 1.25 0.06  -0.409
C: -3.49 0.34 -0.82  -0.187
C: -2.01 0.01 -0.98  -0.462
C: -1.10 0.30 0.23  -0.243
N: -1.27 -0.69 1.33  -0.668
C: -0.28 -1.75 1.22  0.097
O: -0.75 -2.99 0.51  -0.807
H: -4.92 1.55 0.18  0.195
H: -3.29 1.82 0.77  0.210
H: -4.04 -0.05 -1.66  0.203
H: -1.67 0.58 -1.85  0.213
H: -1.89 -1.07 -1.13  0.220
H: -1.08 1.31 0.63  0.210
H: -0.12 0.17 -0.24  0.209
H: -2.16 -1.14 1.25  0.376
H: 0.56 -1.40 0.64  0.177
H: -0.01 -2.30 2.12  0.195
H: -1.63 -3.24 0.82  0.498
O: 2.93 1.45 2.59  -1.020
H: 3.36 2.22 2.95  0.479
H: 3.49 1.04 1.88  0.506
O: 0.82 2.72 -3.44  -0.965
H: 0.31 3.13 -2.76  0.466
H: 0.44 1.83 -3.58  0.505
O: 1.05 3.21 0.75  -0.972
H: 0.68 4.05 1.04  0.471
H: 0.99 2.75 1.62  0.505
O: -0.67 1.87 2.91  -0.977
H: -0.87 1.05 2.42  0.489
H: -0.83 1.48 3.77  0.479
O: -3.41 -2.68 0.29  -0.950
H: -3.97 -2.88 -0.44  0.485
H: -4.02 -2.25 0.88  0.481
O: 0.44 0.11 -3.64  -0.969
H: 1.25 -0.39 -3.43  0.514
H: -0.30 -0.38 -3.29  0.485
O: 0.38 -3.09 -1.92  -0.993
H: -0.20 -3.09 -1.10  0.511
H: 0.41 -4.02 -2.16  0.471
O: 3.89 0.05 0.60  -0.940
H: 2.97 0.03 0.29  0.492
H: 4.30 0.56 -0.11  0.498
O: 2.52 1.87 -1.48  -1.026
H: 2.04 2.20 -2.28  0.497
H: 2.22 2.42 -0.74  0.489
O: 2.84 -2.07 -1.79  -0.982
H: 2.06 -2.64 -1.60  0.494
H: 3.46 -2.64 -2.25  0.462
O: 1.09 -0.29 3.67  -0.981
H: 1.83 -0.60 4.22  0.468
H: 1.53 0.27 3.02  0.500

As for the total charge: 0. Its relative energy (zero: lowest compared OMol25 entry of this formula, charge and spin) is 80.8 kcal/mol. The calculation puts the HOMO energy at -9.6 eV. The SMILES is C=CCCNCO.O.O.O.O.O.O.O.O.O.O.O. The calculation puts the molecular weight at 299.31 g mol⁻¹.

***

Repeat the second record exactly.
Molecular formula: C5H33NO11S
Method: DFT, the ωB97M-V functional and the def2-TZVPD basis

Each line ends with the natural charge from an NBO analysis.
Atoms and positions in Å:
C: 1.32 0.00 0.80  -0.626
C: 0.11 -0.90 0.50  -0.025
C: 0.04 -1.88 1.85  -0.446
C: 0.07 -3.24 1.29  -0.480
S: 0.15 -4.53 2.74  -0.102
N: -1.17 -0.30 0.20  -0.664
C: -1.60 -0.33 -1.21  0.081
O: -1.42 0.98 -1.83  -0.787
H: 2.13 -0.66 0.89  0.200
H: 1.57 0.74 0.03  0.186
H: 1.30 0.48 1.79  0.216
H: 0.34 -1.69 -0.30  0.202
H: -0.91 -1.50 2.49  0.236
H: 0.84 -1.57 2.51  0.209
H: -0.83 -3.43 0.57  0.231
H: 1.06 -3.49 0.71  0.224
H: 0.19 -3.80 3.80  0.117
H: -1.47 0.41 0.79  0.380
H: -2.64 -0.65 -1.18  0.185
H: -0.90 -0.90 -1.80  0.198
H: -1.62 0.98 -2.69  0.469
O: -3.27 0.75 3.73  -0.954
H: -2.49 0.92 4.36  0.493
H: -2.96 1.48 3.16  0.446
O: -0.59 1.48 4.40  -1.009
H: -0.45 1.87 5.24  0.495
H: -0.46 1.86 3.57  0.512
O: 0.03 -2.00 -3.72  -0.940
H: 0.68 -1.91 -4.35  0.476
H: -0.03 -2.98 -3.92  0.463
O: -4.75 1.65 0.28  -0.947
H: -4.04 2.34 0.53  0.461
H: -5.29 1.44 1.05  0.486
O: 1.90 -0.32 -4.74  -0.993
H: 1.29 0.07 -5.34  0.470
H: 2.10 0.38 -4.07  0.508
O: 3.40 -1.35 -2.66  -0.972
H: 2.86 -0.67 -2.48  0.474
H: 3.26 -1.65 -3.54  0.481
O: 1.84 0.68 -2.35  -0.989
H: 0.89 0.51 -2.22  0.505
H: 2.16 1.39 -1.66  0.521
O: -1.16 3.23 -0.25  -1.004
H: -2.11 3.42 -0.21  0.487
H: -0.82 2.61 -0.92  0.526
O: -0.40 3.08 2.25  -0.971
H: -0.73 2.82 1.46  0.485
H: -0.15 3.99 2.09  0.486
O: 4.30 0.46 -0.56  -0.941
H: 4.44 -0.24 -1.19  0.486
H: 3.99 -0.05 0.11  0.455

As for the total charge: 0. Its relative energy (zero: lowest compared OMol25 entry of this formula, charge and spin) is 107.8 kcal/mol. The calculation puts the HOMO energy at -8.8 eV. The SMILES is C[C@@H](CCS)NCO.O.O.O.O.O.O.O.O.O.O. The calculation puts the molecular weight at 315.38 g mol⁻¹.

***

> Which value of relative energy (zero: lowest compared OMol25 entry of this formula, charge and spin) does entry 1 give?

122.6 kcal/mol